(1)
DFT (ωB97M-V/def2-TZVPD) results for the molecule C4H9Cl2F3N2Si at a distorted geometry.

SMILES	CN(C)N(C)[Si](Cl)(Cl)C(F)(F)F
molecular weight	241.12	g/mol
energy relative to the best compared isomer or geometry (same formula, charge and spin)	0.0	kcal per mole

The geometry in XYZ format:
```
21
Properties=species:S:1:pos:R:3:lowdin_charge:R:1
C -1.985 -1.379 -0.733 -0.096
C -0.590 0.300 -1.791 -0.091
C -0.920 1.137 0.992 -0.145
C 2.671 0.623 0.678 -0.713
N -0.734 -0.644 -0.701 -0.355
N -0.443 -0.162 0.576 -0.256
F 2.363 1.803 1.251 0.078
F 3.952 0.373 1.009 0.078
F 2.674 0.856 -0.649 0.074
Si 1.408 -0.803 1.185 -0.142
Cl 1.847 -2.414 0.130 0.444
Cl 1.454 -0.920 3.170 0.421
H -1.964 -2.057 -1.588 0.080
H -2.054 -1.965 0.184 0.082
H -2.871 -0.731 -0.814 0.078
H -1.338 1.104 -1.768 0.081
H 0.407 0.736 -1.754 0.073
H -0.699 -0.248 -2.725 0.085
H -0.420 1.977 0.495 0.072
H -1.992 1.189 0.788 0.082
H -0.766 1.223 2.065 0.071
```

---

(2)
DFT (ωB97M-V/def2-TZVPD) results for the molecule C4H9ClN2O at a distorted geometry.

SMILES	C/C(=N/O)[C@](C)(N)Cl
molecular weight	136.58	g/mol
energy relative to the best compared isomer or geometry (same formula, charge and spin)	59.2	kcal per mole

The geometry in XYZ format:
```
17
Properties=species:S:1:pos:R:3:lowdin_charge:R:1
C -0.533 -0.537 -0.015 -0.415
C -1.809 -0.118 -0.715 -0.054
C 0.490 1.708 -0.410 -0.076
C 0.508 0.483 0.368 -0.749
N -0.540 -1.810 0.097 0.043
N 1.858 0.015 0.636 0.016
O 0.689 -2.395 0.602 -0.086
Cl -0.107 0.718 2.178 0.571
H -1.587 0.394 -1.707 0.094
H -2.212 -1.154 -0.943 0.097
H -2.464 0.612 -0.212 0.085
H 1.157 2.443 -0.136 0.076
H -0.457 2.063 -0.306 0.045
H 0.529 1.465 -1.473 0.112
H 2.361 0.005 -0.242 0.090
H 1.927 -0.791 1.253 0.064
H 0.190 -3.101 1.024 0.086
```

---

Number 1: electronic energy -48350.9588 eV. Number 2: electronic energy -21841.6534 eV.